Record 1
# Ag2Cl3I3O12Sn

A structure of composition Ag2Cl3I3O12Sn in a non-equilibrium geometry (ωB97M-V/def2-TZVPD, the Open Molecules 2025 dataset).

energy	-3683.78642	Ha
charge	-2
highest occupied orbital energy	-2.4	eV
lowest unoccupied orbital energy	-0.32	eV
HOMO-LUMO gap	2.10	eV

Atoms and positions in Å:
Ag: -1.96912 -0.92609 -3.74156
Ag: 0.13456 1.12829 -1.18548
Sn: 1.64816 3.11232 -5.28550
I: 2.35966 3.55520 -1.50600
I: 1.16572 -0.47321 -3.43166
I: -3.31180 1.69290 -1.96628
Cl: 2.89839 -0.83740 1.01738
O: 2.58103 -1.97061 1.78195
O: 2.00357 0.23599 1.38993
O: 4.27736 -0.46361 0.87886
O: 2.60566 -1.41174 -0.20178
Cl: -1.34838 -2.58699 0.02500
O: -2.68427 -2.70825 0.55295
O: -0.43071 -3.64601 -0.31499
O: -1.61984 -2.06058 -1.13648
O: -0.52476 -1.54379 0.63756
Cl: -1.59075 1.78925 2.46143
O: -0.75269 1.18053 3.46262
O: -2.17564 0.63936 1.90515
O: -2.58302 2.69025 3.00198
O: -0.68310 2.60425 1.65485

---

Record 2
# Ag2I

A structure of composition Ag2I in a non-equilibrium geometry (ωB97M-V/def2-TZVPD, the Open Molecules 2025 dataset).

2S+1	3
energy	-590.14242	Ha
ΔE to the lowest compared entry with this formula, charge and spin	80.2	kcal per mole
charge	+3
highest occupied orbital energy (alpha / beta)	-26.6 / -26.2	eV
lowest unoccupied orbital energy (alpha / beta)	-15.15 / -20.17	eV
HOMO-LUMO gap (alpha / beta)	11.43 / 6.05	eV

Atoms and positions in Å:
Ag: 2.02812 1.90859 0.12938
Ag: -2.23977 -1.47094 -0.60050
I: 0.21165 -0.43765 0.47112

---

Record 3
# AgBr

A structure of composition AgBr (ωB97M-V/def2-TZVPD, the Open Molecules 2025 dataset).

2S+1	2
energy	-2720.63282	Ha
ΔE to the lowest compared entry with this formula, charge and spin	0.0	kcal per mole
charge	+1
highest occupied orbital energy (alpha / beta)	-17.1 / -16.7	eV
lowest unoccupied orbital energy (alpha / beta)	-6.60 / -9.38	eV
HOMO-LUMO gap (alpha / beta)	10.49 / 7.30	eV

Atoms and positions in Å:
Ag: -0.14713 0.69291 1.10067
Br: 0.14713 -0.69291 -1.10067

---

Record 4
# AgF

A structure of composition AgF (ωB97M-V/def2-TZVPD, the Open Molecules 2025 dataset).

2S+1	2
energy	-246.37948	Ha
charge	+1
highest occupied orbital energy (alpha / beta)	-20.3 / -20.1	eV
lowest unoccupied orbital energy (alpha / beta)	-7.77 / -10.94	eV
HOMO-LUMO gap (alpha / beta)	12.54 / 9.18	eV

Atoms and positions in Å:
Ag: 16.35308 -20.83125 -7.22298
F: 18.00063 -22.12573 -7.98194

---

Among the records above, which one has the lowest energy?
Ag2Cl3I3O12Sn

---

Which of these has the highest energy?
AgF